Molecular formula: C10H12N2O3S
Method: DFT, ωB97M-V with the def2-TZVPD basis set

Geometry (Å):
O: -0.610 0.048 -3.581
C: -1.055 -1.302 -3.539
C: -2.152 -1.517 -2.517
O: -1.627 -1.989 -1.286
C: -2.179 -1.457 -0.125
O: -1.211 -0.889 0.739
C: -0.044 -0.406 0.103
C: 0.761 0.392 1.081
C: 1.832 -0.248 1.773
C: 2.629 0.408 2.658
C: 2.394 1.786 2.903
N: 3.069 2.598 3.713
S: 2.375 4.044 3.591
N: 1.208 3.716 2.542
C: 1.327 2.423 2.232
C: 0.516 1.711 1.315
H: 0.177 0.119 -3.035
H: -1.486 -1.516 -4.514
H: -0.234 -1.997 -3.380
H: -2.679 -0.571 -2.416
H: -2.836 -2.267 -2.915
H: -2.654 -2.259 0.436
H: -2.931 -0.690 -0.329
H: -0.318 0.257 -0.720
H: 0.581 -1.213 -0.268
H: 2.002 -1.295 1.577
H: 3.437 -0.103 3.155
H: -0.291 2.220 0.808

Forces on atoms 1 to 6 (eV/Å):
O 0.2 -0.1 0.1
C -0.3 0.2 -0.2
C 0.3 -0.4 -0.3
O 0.0 0.4 0.0
C -0.1 0.1 0.4
O 0.2 -0.5 0.0

Properties
F_max, eV Å⁻¹: 0.637
Orbital gap, hartree: 0.3129

Molecular formula: C4H8
Method: DFT, ωB97M-V with the def2-TZVPD basis set

Geometry (Å):
C: 0.891 1.578 -0.690
C: 0.177 0.608 0.219
C: -0.210 -0.598 -0.181
C: -0.897 -1.617 0.689
H: 0.296 1.910 -1.538
H: 1.189 2.494 -0.170
H: 1.796 1.118 -1.099
H: -0.010 0.994 1.222
H: 0.003 -0.853 -1.212
H: -1.928 -1.334 0.898
H: -0.922 -2.595 0.218
H: -0.385 -1.704 1.646

Forces on atoms 1 to 6 (eV/Å):
C 0.3 0.2 0.0
C 0.0 0.3 -0.2
C 0.1 0.3 0.4
C 0.0 0.2 -0.1
H -0.2 -0.1 -0.1
H 0.0 -0.2 0.0

Properties
F_max, eV Å⁻¹: 0.531
SMILES: C/C=C/C
ΔE to the lowest compared entry with this formula, charge and spin, kJ/mol: 19.8
Orbital gap, hartree: 0.3836

Molecular formula: C33H42O17
Method: DFT, ωB97M-V with the def2-TZVPD basis set

Geometry (Å):
O: -0.273 -2.776 -3.894
C: 0.083 -1.740 -4.731
C: 1.040 -0.857 -4.256
C: 1.495 0.095 -5.161
C: 0.898 0.258 -6.465
O: 1.411 1.249 -7.216
C: -0.217 -0.519 -6.802
C: -0.604 -1.493 -5.926
H: -0.928 -3.296 -4.344
H: 1.425 -0.986 -3.290
H: 2.270 0.808 -4.900
H: 1.366 1.178 -8.151
H: -0.679 -0.400 -7.770
H: -1.477 -2.083 -6.174
O: 5.602 1.089 6.308
C: 4.556 0.763 5.455
C: 4.371 1.781 4.512
C: 3.375 1.693 3.552
C: 2.599 0.555 3.606
O: 1.540 0.437 2.704
C: 2.765 -0.451 4.530
C: 3.776 -0.359 5.550
H: 5.639 0.367 6.910
H: 5.111 2.595 4.485
H: 3.157 2.501 2.786
H: 0.977 -0.311 2.965
H: 2.102 -1.324 4.430
H: 4.028 -1.170 6.272
O: -4.016 3.453 -3.741
C: -2.740 3.385 -4.101
C: -1.819 3.693 -3.131
C: -0.440 3.710 -3.503
C: -0.019 3.354 -4.764
O: 1.282 3.178 -5.094
C: -1.036 3.120 -5.738
C: -2.357 3.162 -5.423
H: -4.626 3.722 -4.449
H: -2.089 3.920 -2.105
H: 0.290 3.714 -2.690
H: 1.270 2.742 -5.994
H: -0.639 2.822 -6.691
H: -3.068 3.043 -6.213
O: -0.245 -3.729 -0.091
C: 0.933 -3.130 0.281
C: 1.301 -2.098 -0.540
C: 2.399 -1.278 -0.101
C: 3.128 -1.679 1.014
O: 4.171 -0.886 1.384
C: 2.832 -2.840 1.761
C: 1.667 -3.558 1.398
H: -0.448 -4.450 0.533
H: 0.765 -1.938 -1.487
H: 2.773 -0.433 -0.661
H: 4.479 -1.042 2.267
H: 3.402 -3.042 2.663
H: 1.327 -4.479 1.920
C: -2.044 -1.769 1.221
O: -1.913 -2.746 2.318
C: -1.005 -2.480 3.232
O: -0.340 -1.463 3.249
O: -1.027 -3.483 4.079
C: 0.026 -3.455 5.149
H: -2.099 -0.822 1.730
H: -3.093 -1.933 0.913
H: -1.192 -2.083 0.638
H: 0.200 -4.438 5.497
H: -0.278 -2.755 5.888
H: 0.976 -3.276 4.687
C: -4.305 1.254 1.928
O: -3.163 1.756 2.643
C: -2.633 1.008 3.636
O: -2.986 -0.079 3.943
O: -1.600 1.681 4.198
C: -0.978 1.070 5.301
H: -4.515 0.222 2.231
H: -4.083 1.329 0.917
H: -5.231 1.813 2.160
H: -1.431 1.411 6.216
H: 0.086 1.330 5.331
H: -0.950 -0.021 5.344
C: -3.241 -0.711 -2.325
O: -3.040 0.366 -1.409
C: -1.704 0.709 -1.259
O: -0.773 0.165 -1.771
O: -1.629 1.729 -0.360
C: -0.253 2.082 0.109
H: -2.619 -0.614 -3.162
H: -4.282 -0.634 -2.620
H: -2.973 -1.649 -1.872
H: 0.288 2.514 -0.722
H: 0.209 1.187 0.344
H: -0.290 2.742 0.907

Forces on atoms 1 to 6 (eV/Å):
O 0.4 0.6 -0.1
C -1.0 0.2 0.4
C -0.2 0.1 -2.4
C -0.7 0.5 -1.2
C -0.3 -1.7 2.4
O 0.8 1.6 0.6

Properties
F_max, eV Å⁻¹: 3.416
SMILES: Oc1ccc(O)cc1.Oc1ccc(O)cc1.Oc1ccc(O)cc1.Oc1ccc(O)cc1.COC(=O)OC.COC(=O)OC.COC(=O)OC
ΔE to the lowest compared entry with this formula, charge and spin, kJ/mol: 0.0
Orbital gap, hartree: 0.2990

Molecular formula: C52H41INO19
Method: DFT, ωB97M-V with the def2-TZVPD basis set

Geometry (Å):
O: 2.931 -5.462 1.397
C: 3.012 -5.144 0.244
O: 4.081 -5.619 -0.510
C: 1.918 -4.171 -0.278
C: 0.669 -4.722 -0.823
I: 0.272 -6.830 -0.967
C: -0.352 -3.778 -1.258
N: -0.193 -2.409 -1.173
C: -1.247 -1.439 -1.578
C: -2.709 -1.969 -1.284
C: -2.906 -2.428 0.227
O: -3.359 -3.811 0.259
C: 0.984 -1.853 -0.696
C: 2.080 -2.694 -0.225
C: 3.414 -2.120 0.365
O: 3.225 -1.987 1.787
O: 2.910 -0.682 2.133
H: 3.780 -6.486 -0.858
H: -1.312 -4.162 -1.684
H: -1.128 -0.537 -0.905
H: -1.123 -1.053 -2.623
H: -3.420 -1.129 -1.497
H: -2.969 -2.851 -1.934
H: -3.719 -1.818 0.698
H: -1.952 -2.350 0.831
H: -2.608 -4.413 0.388
H: 1.146 -0.738 -0.650
H: 4.253 -2.865 0.239
H: 3.746 -1.174 -0.129
H: 2.430 -0.228 1.408
C: -1.093 1.568 1.783
C: -2.130 2.368 2.016
C: -2.249 3.683 1.345
O: -3.194 4.414 1.557
C: -1.171 4.070 0.406
C: -0.134 3.268 0.176
C: -0.019 1.958 0.845
O: 0.930 1.217 0.633
H: -0.989 0.602 2.265
H: -2.926 2.099 2.698
H: -1.274 5.034 -0.076
H: 0.663 3.535 -0.507
C: -2.499 -1.984 5.495
C: -3.307 -2.647 6.321
C: -4.562 -3.267 5.835
O: -5.299 -3.869 6.585
C: -4.882 -3.121 4.396
C: -4.074 -2.458 3.571
C: -2.820 -1.839 4.058
O: -2.079 -1.234 3.304
H: -1.579 -1.524 5.833
H: -3.088 -2.764 7.375
H: -5.803 -3.581 4.058
H: -4.292 -2.341 2.519
C: 7.026 -0.444 -2.577
C: 7.865 0.556 -2.842
C: 7.402 1.964 -2.851
O: 8.162 2.878 -3.092
C: 5.973 2.214 -2.553
C: 5.138 1.213 -2.290
C: 5.599 -0.190 -2.281
O: 4.829 -1.102 -2.034
H: 7.345 -1.479 -2.566
H: 8.913 0.390 -3.060
H: 5.649 3.246 -2.561
H: 4.090 1.380 -2.071
C: 3.933 7.845 -0.973
C: 3.494 6.716 -1.527
C: 4.421 5.609 -1.853
O: 4.015 4.578 -2.361
C: 5.856 5.805 -1.539
C: 6.295 6.933 -0.985
C: 5.367 8.040 -0.658
O: 5.765 9.067 -0.152
H: 3.269 8.664 -0.728
H: 2.449 6.556 -1.762
H: 6.522 4.986 -1.783
H: 7.340 7.093 -0.750
C: 4.182 2.893 2.863
C: 2.907 3.146 2.575
C: 2.417 4.533 2.409
O: 1.250 4.768 2.147
C: 3.399 5.628 2.574
C: 4.675 5.376 2.862
C: 5.165 3.989 3.028
O: 6.327 3.758 3.288
H: 4.557 1.884 2.989
H: 2.177 2.357 2.451
H: 3.023 6.636 2.449
H: 5.406 6.166 2.987
C: -4.819 -5.686 -6.095
C: -3.807 -4.877 -5.785
C: -3.408 -4.653 -4.379
O: -2.483 -3.911 -4.094
C: -4.174 -5.362 -3.328
C: -5.186 -6.171 -3.637
C: -5.586 -6.396 -5.046
O: -6.505 -7.133 -5.328
H: -5.125 -5.861 -7.119
H: -3.235 -4.351 -6.539
H: -3.867 -5.186 -2.303
H: -5.757 -6.696 -2.883
C: -6.491 -0.844 0.680
C: -7.760 -0.567 0.387
C: -8.221 0.831 0.217
O: -9.376 1.084 -0.047
C: -7.216 1.906 0.383
C: -5.946 1.627 0.675
C: -5.487 0.232 0.845
O: -4.324 -0.023 1.111
H: -6.136 -1.860 0.808
H: -8.507 -1.341 0.262
H: -7.570 2.921 0.254
H: -5.199 2.402 0.800

Forces on atoms 1 to 6 (eV/Å):
O -0.4 0.4 -0.8
C 0.4 -0.3 1.5
O -1.9 0.4 -0.6
C -1.3 1.2 -1.5
C 0.4 2.5 0.3
I 0.3 1.4 0.1

Properties
F_max, eV Å⁻¹: 2.708
Orbital gap, hartree: 0.2903
Total charge: +1

Molecular formula: C2H4NO2
Method: DFT, ωB97M-V with the def2-TZVPD basis set

Geometry (Å):
C: -0.721 -0.239 2.869
C: 0.978 0.275 -2.847
N: 0.264 0.049 -1.870
O: 1.676 0.487 -3.688
O: -0.687 -0.466 1.687
H: -1.696 -0.290 3.437
H: 0.310 0.160 3.293
H: -0.773 0.507 -1.795
H: 0.648 -0.482 -1.086

Forces on atoms 1 to 6 (eV/Å):
C 1.6 1.2 0.0
C 0.6 0.3 -0.5
N -4.6 0.9 2.2
O 1.0 0.3 -1.6
O -0.4 -0.3 -0.4
H 1.0 -0.1 -0.1

Properties
F_max, eV Å⁻¹: 5.147
ΔE to the lowest compared entry with this formula, charge and spin, kJ/mol: 156.8
Orbital gap, hartree: 0.2873
Total charge: +1

Molecular formula: F18KP3
Method: DFT, ωB97M-V with the def2-TZVPD basis set

Geometry (Å):
K: 17.549 0.664 4.200
P: 16.398 -2.108 3.771
F: 15.319 -2.920 2.831
F: 15.385 -0.799 3.952
F: 15.636 -2.746 5.063
F: 17.374 -1.181 4.655
F: 17.576 -3.231 3.671
F: 17.096 -1.445 2.463
P: 18.310 3.346 4.568
F: 17.652 3.681 5.989
F: 18.120 4.876 3.994
F: 19.710 3.890 5.245
F: 18.941 2.920 3.135
F: 18.703 1.816 5.060
F: 16.932 2.810 3.907
P: 15.413 1.409 5.718
F: 15.798 1.487 4.115
F: 14.829 2.934 5.652
F: 13.891 0.916 5.394
F: 15.001 1.378 7.301
F: 15.961 -0.113 5.789
F: 16.890 1.958 6.063

Forces on atoms 1 to 6 (eV/Å):
K 2.0 -3.6 -7.4
P -2.0 1.1 0.2
F 1.1 0.3 0.2
F -0.6 -2.9 -3.6
F 1.3 -0.4 -0.3
F 1.5 -8.4 1.9

Properties
F_max, eV Å⁻¹: 11.083
ΔE to the lowest compared entry with this formula, charge and spin, kJ/mol: 1115.2
Orbital gap, hartree: 0.3566
Total charge: -2

Molecular formula: C24H70N6O8
Method: DFT, ωB97M-V with the def2-TZVPD basis set

Geometry (Å):
C: -2.432 -5.753 3.351
O: -2.246 -4.407 3.756
C: -1.606 -3.640 2.752
C: -1.627 -2.176 3.191
C: -3.045 -1.640 3.244
N: -0.775 -1.466 2.217
H: -2.890 -5.803 2.359
H: -2.991 -6.324 4.082
H: -1.423 -6.171 3.237
H: -0.588 -4.028 2.619
H: -2.075 -3.786 1.771
H: -1.154 -2.079 4.173
H: -3.140 -0.566 3.431
H: -3.566 -2.087 4.093
H: -3.612 -1.852 2.336
H: 0.060 -2.024 2.094
H: -0.453 -0.609 2.661
C: -1.944 -3.122 -2.044
O: -0.610 -3.457 -2.351
C: -0.352 -4.847 -2.580
C: 1.063 -4.999 -3.106
C: 1.255 -4.296 -4.451
N: 1.361 -6.437 -3.368
H: -2.304 -2.478 -2.855
H: -2.058 -2.495 -1.155
H: -2.605 -3.986 -1.935
H: -0.520 -5.339 -1.618
H: -1.068 -5.212 -3.324
H: 1.827 -4.697 -2.388
H: 0.739 -3.336 -4.429
H: 0.762 -4.872 -5.243
H: 2.302 -4.289 -4.740
H: 1.103 -6.974 -2.538
H: 0.676 -6.749 -4.057
C: 1.676 -3.447 4.485
O: 1.652 -2.878 3.181
C: 2.958 -2.935 2.651
C: 3.073 -2.362 1.232
C: 1.921 -2.674 0.329
N: 4.307 -2.892 0.626
H: 2.398 -2.943 5.128
H: 1.943 -4.507 4.374
H: 0.676 -3.493 4.915
H: 3.680 -2.395 3.272
H: 3.346 -3.954 2.543
H: 3.117 -1.264 1.252
H: 2.171 -2.442 -0.709
H: 0.987 -2.156 0.542
H: 1.617 -3.729 0.331
H: 4.360 -2.708 -0.373
H: 5.092 -2.312 0.926
C: 2.641 3.417 -3.052
O: 2.562 2.103 -2.588
C: 1.279 1.560 -2.835
C: 1.179 0.089 -2.537
C: 2.242 -0.737 -3.295
N: -0.159 -0.471 -2.744
H: 1.900 4.092 -2.599
H: 2.480 3.470 -4.135
H: 3.609 3.847 -2.800
H: 0.506 2.123 -2.287
H: 0.987 1.816 -3.866
H: 1.412 -0.074 -1.473
H: 2.245 -0.551 -4.371
H: 1.976 -1.794 -3.215
H: 3.233 -0.583 -2.873
H: -0.037 -1.478 -2.641
H: -0.660 -0.305 -1.867
C: -6.163 3.569 -0.069
O: -4.912 3.846 -0.724
C: -4.596 5.212 -0.580
C: -3.198 5.467 -1.117
C: -2.086 4.576 -0.569
N: -2.875 6.904 -0.964
H: -6.083 3.846 0.985
H: -6.362 2.503 -0.144
H: -6.938 4.133 -0.587
H: -5.342 5.871 -1.042
H: -4.594 5.460 0.494
H: -3.170 5.261 -2.199
H: -1.141 5.092 -0.738
H: -2.072 3.522 -0.836
H: -2.178 4.507 0.526
H: -2.202 7.094 -1.707
H: -3.669 7.436 -1.321
C: 0.943 2.448 1.022
O: 1.508 3.522 1.736
C: 2.584 4.124 1.055
C: 3.039 5.372 1.821
C: 3.872 6.279 0.927
N: 3.937 4.996 2.922
H: 1.618 1.587 1.140
H: 0.906 2.629 -0.059
H: -0.061 2.234 1.383
H: 3.415 3.422 0.934
H: 2.241 4.482 0.071
H: 2.175 5.872 2.258
H: 3.335 6.682 0.061
H: 4.777 5.823 0.522
H: 4.174 7.159 1.497
H: 4.778 4.521 2.616
H: 3.472 4.316 3.520
O: -1.540 -0.047 -0.175
H: -2.201 0.617 0.076
H: -1.232 -0.441 0.669
O: -3.953 1.396 0.368
H: -4.383 2.268 0.324
H: -4.261 0.999 1.192

Forces on atoms 1 to 6 (eV/Å):
C 1.2 0.5 -0.5
O -0.8 -0.1 0.0
C 0.0 -0.4 0.6
C 0.5 -0.1 -0.7
C -0.5 0.2 0.4
N -0.3 0.5 0.2

Properties
F_max, eV Å⁻¹: 2.020
SMILES: COC[C@H](C)N.COC[C@H](C)N.COC[C@H](C)N.COC[C@H](C)N.COC[C@H](C)N.COC[C@H](C)N.O.O
ΔE to the lowest compared entry with this formula, charge and spin, kJ/mol: 114.6
Orbital gap, hartree: 0.3329

Molecular formula: C8H24O8Tl
Method: DFT, ωB97M-V with the def2-TZVPD basis set

Geometry (Å):
Tl: 0.077 1.900 -2.960
C: -0.775 3.123 1.419
C: -0.713 3.986 0.171
O: 0.359 3.768 -0.559
H: -0.603 2.067 1.212
H: -1.692 3.261 1.991
H: -0.011 3.452 2.124
H: -0.815 5.012 0.527
H: -1.643 3.909 -0.393
O: -0.426 -0.149 -0.911
H: -0.528 0.737 -0.512
C: -1.052 -3.147 -2.473
C: -0.323 -3.667 -1.204
O: 0.441 -2.712 -0.624
O: -1.913 -2.035 -2.193
H: -1.630 -3.954 -2.926
H: -0.267 -2.749 -3.115
H: 0.232 -4.602 -1.284
H: -1.165 -3.828 -0.530
H: 0.016 -1.855 -0.690
H: -1.348 -1.382 -1.774
C: -2.631 -0.133 1.678
C: -1.708 -1.313 1.962
O: -0.402 -0.941 1.544
O: -2.939 -0.060 0.300
H: -2.368 0.873 2.006
H: -3.529 -0.383 2.241
H: -2.073 -2.169 1.395
H: -1.874 -1.725 2.958
H: -0.367 -0.621 0.640
H: -2.119 -0.155 -0.190
C: 3.813 0.837 0.677
C: 2.577 0.616 -0.150
O: 2.779 0.971 -1.490
O: 4.945 0.091 0.236
H: 3.468 0.685 1.699
H: 4.026 1.905 0.736
H: 1.738 1.153 0.293
H: 2.280 -0.433 -0.130
H: 3.546 0.466 -1.769
H: 4.619 -0.797 0.072

Forces on atoms 1 to 6 (eV/Å):
Tl 0.4 -0.5 0.4
C 0.4 0.5 1.4
C 0.1 -2.5 -0.1
O -0.2 0.3 -0.2
H 0.0 0.0 -0.2
H -0.3 0.0 -0.4

Properties
F_max, eV Å⁻¹: 3.327
Orbital gap, hartree: 0.0896
Total charge: +1